# 1
Below is CBr3OP as an isolated structure at a distorted geometry, with properties calculated with ωB97M-V/def2-TZVPD.

Structure (XYZ):
```
6
Properties=species:S:1:pos:R:3:forces:R:3:mulliken_charge:R:1
C -0.584134 0.482380 0.283848 -0.002 -0.233 -1.139 0.072
O 0.252987 -2.125338 -0.258482 -0.288 -1.349 -0.202 -0.486
P 0.464492 -0.707933 -0.471147 0.156 1.510 1.127 0.547
Br 2.426659 0.007311 0.184956 0.378 -0.110 -0.216 -0.135
Br -2.404094 0.057143 0.214663 -0.111 0.003 0.225 -0.014
Br -0.155912 2.286435 0.046162 -0.132 0.179 0.205 0.015
```
Forces are in eV/Å.

Computed properties:
Charge: 0
E_HOMO (alpha / beta) in eV: -9.26 / -9.21
Energy above the lowest of the compared OMol25 structures with the same formula, charge and spin in kJ/mol: 12.21
Gap between HOMO and LUMO (alpha / beta) in eV: 7.15 / 7.13
LUMO (alpha / beta) in eV: -2.11 / -2.08
Spin multiplicity: 1

# 2
Below is CBrClNO2 as an isolated structure at a distorted geometry, with properties calculated with ωB97M-V/def2-TZVPD.

Structure (XYZ):
```
6
Properties=species:S:1:pos:R:3:forces:R:3:mulliken_charge:R:1
C -1.041848 0.467054 0.304400 0.882 -1.585 0.982 0.746
N 0.731390 0.054850 -0.567753 -0.477 0.902 0.077 -0.375
O -1.843542 -0.270644 -0.165409 -0.178 0.487 -0.665 -0.510
O -0.689712 1.189516 1.174747 -0.326 0.864 -0.247 -0.508
Cl 0.791175 -1.361308 -1.519340 -0.177 -0.647 -0.427 -0.184
Br 2.052538 -0.079469 0.773355 0.275 -0.020 0.280 -0.168
```
Forces are in eV/Å.

Computed properties:
Charge: -1
E_HOMO in eV: -3.55
Energy above the lowest of the compared OMol25 structures with the same formula, charge and spin in kJ/mol: 0.00
Gap between HOMO and LUMO in eV: 7.26
LUMO in eV: 3.70
Spin multiplicity: 1

# 3
Below is CBrN3O2 as an isolated structure at a distorted geometry, with properties calculated with ωB97M-V/def2-TZVPD.

Structure (XYZ):
```
7
Properties=species:S:1:pos:R:3:forces:R:3:mulliken_charge:R:1
C 1.197986 0.950613 0.900930 1.317 -0.548 0.508 0.553
N 2.327838 1.237836 0.770476 -0.251 0.334 -0.183 -0.361
N -0.001326 0.522515 1.027270 -1.033 0.937 -1.099 -0.319
N -1.380595 -0.808355 -1.114286 -0.170 -0.061 1.510 0.756
O -1.268870 -0.837011 -2.295397 -0.831 -0.464 0.867 -0.407
O -2.101323 -1.235940 -0.228801 0.870 0.442 -2.571 -0.350
Br -0.361287 -0.654923 2.301355 0.098 -0.640 0.967 0.127
```
Forces are in eV/Å.

Computed properties:
Charge: 0
E_HOMO (alpha / beta) in eV: -10.57 / -10.27
Energy above the lowest of the compared OMol25 structures with the same formula, charge and spin in kJ/mol: 89.61
Gap between HOMO and LUMO (alpha / beta) in eV: 9.05 / 7.36
LUMO (alpha / beta) in eV: -1.51 / -2.91
Spin multiplicity: 1

# 4
Below is a 2-piece molecular cluster, CBrNO3 overall at a distorted geometry, with properties calculated with ωB97M-V/def2-TZVPD.

Structure (XYZ):
```
6
Properties=species:S:1:pos:R:3:forces:R:3:mulliken_charge:R:1
O 0.793819 0.798335 0.562681 1.343 -2.283 0.685 -0.333
C 0.159545 1.679440 0.230468 -1.056 2.168 -0.505 0.692
O -0.445640 2.614958 -0.080689 -0.314 0.109 -0.187 -0.363
O 0.165581 -2.448416 0.486187 -0.830 0.502 -1.134 -0.146
N -0.356211 -2.025238 -0.458149 2.039 -0.508 1.000 0.227
Br -2.309205 -1.982951 -0.402525 -1.183 0.011 0.141 -0.078
```
Forces are in eV/Å.

Computed properties:
Charge: 0
E_HOMO in eV: -10.32
SMILES: O=C=O.O=NBr
Energy above the lowest of the compared OMol25 structures with the same formula, charge and spin in kJ/mol: 0.00
Gap between HOMO and LUMO in eV: 9.22
LUMO in eV: -1.10
Spin multiplicity: 1

# 5
Below is a 2-piece molecular cluster, CBrNO4 overall at a distorted geometry, with properties calculated with ωB97M-V/def2-TZVPD.

Structure (XYZ):
```
7
Properties=species:S:1:pos:R:3:forces:R:3:mulliken_charge:R:1
O -0.928265 0.554107 -0.914059 0.605 0.934 0.759 -0.395
N -0.331181 0.321472 -1.883040 -0.869 -1.503 -1.300 0.856
O 0.658585 0.613919 -2.480639 0.039 0.207 0.280 -0.365
Br 2.269498 2.108083 -1.919810 0.228 0.354 0.285 -0.096
O 0.293205 -1.323692 1.647714 0.972 0.212 -0.566 -0.373
C -0.547949 -1.168862 2.420799 2.341 -0.829 -2.517 0.668
O -1.413893 -1.105027 3.129035 -3.315 0.626 3.060 -0.295
```
Forces are in eV/Å.

Computed properties:
Charge: 0
E_HOMO (alpha / beta) in eV: -10.43 / -10.65
SMILES: O=NOBr.O=C=O
Energy above the lowest of the compared OMol25 structures with the same formula, charge and spin in kJ/mol: 27.30
Gap between HOMO and LUMO (alpha / beta) in eV: 8.21 / 8.86
LUMO (alpha / beta) in eV: -2.22 / -1.79
Spin multiplicity: 1

# 6
Below is CCdF3LiNO4S3 as an isolated structure at a distorted geometry, with properties calculated with ωB97M-V/def2-TZVPD.

Structure (XYZ):
```
14
Properties=species:S:1:pos:R:3:forces:R:3:mulliken_charge:R:1
Cd 1.518915 -1.392637 0.753015 2.018 -0.026 -1.788 0.823
N -0.271478 -0.846647 1.327398 -1.923 -0.838 0.168 -0.704
S -0.829322 0.253423 0.483216 2.073 5.048 0.742 0.893
O -0.593819 0.385286 -1.001711 0.310 -1.353 0.603 -0.706
C -2.650041 -0.095195 0.389579 1.500 0.569 0.351 0.558
F -3.183140 -0.114304 1.605175 -0.516 -0.212 0.198 -0.218
F -2.759451 -1.296250 -0.179101 -0.672 -0.127 -0.048 -0.233
F -3.283188 0.813159 -0.342981 -0.419 -0.030 -0.162 -0.207
Li 1.256605 0.146616 -1.733258 0.026 0.248 0.370 0.910
S 4.080668 -0.718336 -0.908916 -1.458 0.119 1.115 -0.179
O 2.682956 -1.630241 -1.255479 -0.211 1.104 1.176 -0.804
S 2.463249 1.162360 0.609187 1.158 -0.432 -3.348 -0.002
O 2.049536 1.678548 -0.823508 0.093 -0.613 1.866 -0.538
O -0.481486 1.654221 1.077383 -1.980 -3.457 -1.241 -0.593
```
Forces are in eV/Å.

Computed properties:
Charge: -1
E_HOMO (alpha / beta) in eV: -4.26 / -4.27
Gap between HOMO and LUMO (alpha / beta) in eV: 6.12 / 6.12
LUMO (alpha / beta) in eV: 1.86 / 1.86
Spin multiplicity: 1

# 7
Below is a 2-piece molecular cluster, CCl2FNO2 overall at a distorted geometry, with properties calculated with ωB97M-V/def2-TZVPD.

Structure (XYZ):
```
7
Properties=species:S:1:pos:R:3:forces:R:3:mulliken_charge:R:1
C -0.238466 0.402547 0.336286 -3.286 -1.180 0.730 0.297
N 0.850020 -0.347678 -0.351863 0.184 -0.047 -0.122 0.957
O 1.654077 -0.843536 0.382536 0.383 -0.368 0.415 -0.507
O 0.826402 -0.342707 -1.546287 -0.109 0.032 -0.482 -0.453
F -0.138520 0.389790 1.637905 0.067 0.091 -1.225 -0.080
Cl -2.184775 -1.075876 -0.066988 2.432 1.538 0.488 -0.244
Cl -0.768741 1.817462 -0.391587 0.330 -0.067 0.195 0.030
```
Forces are in eV/Å.

Computed properties:
Charge: 0
E_HOMO (alpha / beta) in eV: -11.02 / -11.02
Energy above the lowest of the compared OMol25 structures with the same formula, charge and spin in kJ/mol: 157.59
Gap between HOMO and LUMO (alpha / beta) in eV: 8.05 / 8.06
LUMO (alpha / beta) in eV: -2.97 / -2.97
Spin multiplicity: 1

# 8
Below is a 2-piece molecular cluster, CCl2N2O4 overall at a distorted geometry, with properties calculated with ωB97M-V/def2-TZVPD.

Structure (XYZ):
```
9
Properties=species:S:1:pos:R:3:forces:R:3:mulliken_charge:R:1
C 0.859931 1.749645 -0.612291 -0.470 -1.673 2.998 0.255
N 0.518950 0.632442 0.095853 -0.233 2.175 -0.457 0.797
N -0.700675 -1.827474 0.325353 0.990 4.188 -1.385 1.225
O 0.160181 -0.455221 -0.588853 0.741 -0.666 -1.425 -0.644
O -1.611693 -1.307376 0.692273 -3.504 0.748 2.047 -0.305
O 0.386640 0.545686 1.334392 0.488 0.555 0.263 -0.708
O -0.120519 -2.736375 0.082753 2.317 -3.863 -0.539 -0.359
Cl 0.962047 1.830733 -2.239586 -0.121 -0.796 -2.423 -0.136
Cl 1.301118 3.254023 0.098710 -0.210 -0.668 0.923 -0.125
```
Forces are in eV/Å.

Computed properties:
Charge: 0
E_HOMO in eV: -8.21
Energy above the lowest of the compared OMol25 structures with the same formula, charge and spin in kJ/mol: 242.31
Gap between HOMO and LUMO in eV: 6.90
LUMO in eV: -1.30
Spin multiplicity: 1

# 9
Below is CCl2O3S2 as an isolated structure at a distorted geometry, with properties calculated with ωB97M-V/def2-TZVPD.

Structure (XYZ):
```
8
Properties=species:S:1:pos:R:3:forces:R:3:mulliken_charge:R:1
C -1.322683 -0.768810 0.254025 2.541 1.109 1.240 0.529
O -1.318571 -1.465228 1.194155 -0.185 0.473 -0.723 -0.319
O 0.792002 1.199737 1.293590 0.009 -0.285 -0.005 -0.486
O -0.433126 1.890589 -0.744389 0.092 -0.026 -0.570 -0.524
S 1.762308 -0.011842 -1.208069 -0.571 0.328 0.304 0.051
S 0.227929 0.876358 0.019269 -1.365 -1.176 0.610 0.861
Cl -2.262409 -0.659601 -1.109771 -0.805 -0.128 -0.823 -0.033
Cl 2.554553 -1.061205 0.301187 0.285 -0.294 -0.033 -0.079
```
Forces are in eV/Å.

Computed properties:
Charge: 0
E_HOMO in eV: -9.90
Energy above the lowest of the compared OMol25 structures with the same formula, charge and spin in kJ/mol: 212.49
Gap between HOMO and LUMO in eV: 8.63
LUMO in eV: -1.28
Spin multiplicity: 1

# 10
Below is one molecule with the formula CCl4NOP at a distorted geometry, with properties calculated with ωB97M-V/def2-TZVPD.

Structure (XYZ):
```
8
Properties=species:S:1:pos:R:3:forces:R:3:mulliken_charge:R:1
O 1.223620 0.401081 1.553393 0.039 0.094 0.022 -0.551
P 1.152925 -0.029512 0.158173 -1.021 -0.038 2.549 0.945
Cl 1.363652 1.481666 -1.050216 0.470 0.644 -1.281 -0.161
Cl 2.524966 -1.389783 -0.165490 0.343 -0.452 -0.791 -0.173
N -0.309014 -0.746133 -0.220337 -0.951 0.696 0.126 -0.394
C -1.435542 -0.161140 -0.064432 2.350 -1.038 -1.137 0.502
Cl -2.811607 -1.026550 -0.489409 -1.064 -0.477 0.053 -0.096
Cl -1.708997 1.470372 0.278316 -0.167 0.572 0.459 -0.072
```
Forces are in eV/Å.

Computed properties:
Charge: 0
E_HOMO in eV: -10.84
SMILES: O=P(Cl)(Cl)N=C(Cl)Cl
Energy above the lowest of the compared OMol25 structures with the same formula, charge and spin in kJ/mol: 0.00
Gap between HOMO and LUMO in eV: 10.29
LUMO in eV: -0.56
Spin multiplicity: 1